The following is a quantum chemistry calculation of a single C20H24N2O2 molecule in a non-equilibrium geometry, from OMol25.

- SMILES = Cc1ccc([C@H](N(C)C)N2C(=O)OC[C@H]2Cc2ccccc2)cc1
- LUMO energy (eV) = 0.758
- electronic energy (eV) = -28204.5576
- ΔE to the lowest compared entry with this formula, charge and spin (eV) = 2.158

Structure (XYZ):
```
48
Properties=species:S:1:pos:R:3:forces:R:3
C -3.93614 0.24581 0.58825 0.060 -0.047 -0.299
N -2.66963 0.76931 0.07204 -0.010 0.279 0.812
C -2.90576 1.94627 -0.73911 0.197 0.222 -0.377
C -1.79032 -0.25232 -0.47897 -0.148 0.108 -0.826
C -0.52234 0.23735 -1.15497 0.385 0.497 -0.006
C 0.09537 1.46707 -0.88820 0.345 -0.140 -0.423
C 1.15146 1.90950 -1.70596 -0.199 -0.279 0.233
C 1.61431 1.12525 -2.76769 -0.377 0.126 0.071
C 2.59662 1.66012 -3.77961 0.124 -0.025 -0.117
C 1.09201 -0.16442 -2.91490 0.087 0.036 0.138
C 0.07127 -0.62222 -2.09055 -0.237 0.196 -0.041
H -4.55214 1.09690 0.89693 0.138 -0.277 0.076
H -4.49659 -0.31882 -0.17614 0.030 -0.016 0.108
H -3.78621 -0.39394 1.45729 -0.180 0.068 -0.290
H -3.89358 2.34063 -0.48580 0.222 0.049 -0.207
H -2.16548 2.72642 -0.52473 -0.209 -0.111 -0.239
H -2.87894 1.71845 -1.81602 -0.079 0.164 0.087
H -2.33860 -0.84727 -1.23324 0.127 0.132 0.048
H -0.21899 2.08469 -0.04156 -0.062 -0.189 -0.424
H 1.60673 2.88716 -1.52306 -0.172 -0.288 -0.041
H 2.71187 0.93456 -4.59574 0.072 0.231 0.185
H 2.25137 2.60678 -4.22218 0.051 -0.272 0.184
H 3.58390 1.84405 -3.33978 -0.141 -0.040 -0.050
H 1.48530 -0.79715 -3.71311 -0.115 0.069 0.273
H -0.29736 -1.65277 -2.17344 -0.004 0.489 -0.146
C 4.27544 -0.02673 1.12611 -0.159 -0.097 -0.217
C 3.86894 -1.30158 0.70558 -0.290 0.340 0.219
C 2.54655 -1.71484 0.92484 0.193 0.382 0.121
C 1.64402 -0.86874 1.59057 0.185 0.174 -0.144
C 0.36984 -1.40930 2.19373 0.137 -0.115 -0.029
C -0.97849 -0.76977 1.86166 0.349 -0.450 -0.914
C -2.01858 -1.41914 2.75128 -0.898 -0.330 0.312
O -2.54542 -2.56481 1.98871 0.544 0.804 -0.152
C -2.33139 -2.31320 0.66830 -0.105 0.882 -1.061
O -2.86854 -2.88508 -0.25782 0.621 0.264 1.393
N -1.43598 -1.21051 0.52094 -0.800 -1.476 1.502
C 2.01401 0.45574 1.85069 0.390 -0.245 -0.018
C 3.33251 0.87119 1.63444 -0.278 -0.032 0.085
H 5.32150 0.27711 1.03387 -0.376 -0.095 -0.063
H 4.58815 -1.97445 0.23542 -0.244 0.177 0.133
H 2.21689 -2.69970 0.58515 0.125 0.209 0.289
H 0.28827 -2.47157 1.91709 -0.017 0.177 0.307
H 0.46741 -1.33549 3.29351 0.157 -0.192 -0.389
H -0.97517 0.33002 1.89486 -0.075 -0.414 0.158
H -1.63032 -1.83065 3.68369 0.030 0.099 -0.142
H -2.84071 -0.71976 2.97706 0.227 -0.493 0.026
H 1.26440 1.13730 2.26732 0.398 -0.168 -0.012
H 3.61857 1.89258 1.90323 -0.020 -0.384 -0.136
```
Positions in Å, forces in eV/Å.